1.
Molecular formula: C30H20F3N7O2RhS2
Method: DFT, ωB97M-V with the def2-TZVPD basis set

The relative energy (zero: lowest compared OMol25 entry of this formula, charge and spin) comes out at 0.0 kJ/mol. The lowest unoccupied orbital energy is 2.4099 eV. Its HOMO energy is -4.54 eV. The value obtained for the gap between HOMO and LUMO is 6.95 eV.

The geometry in ORCA input format:
```
! RIJCOSX wB97M-V def2-TZVPD def2/J DEFGRID3
* xyz -1 1
Rh -0.86 -0.08 -0.43
C 3.96 4.64 -2.30
C 3.25 3.41 -1.79
C 3.71 2.13 -2.11
C 3.02 1.01 -1.70
C 1.85 1.09 -0.92
N 1.16 -0.05 -0.57
C 1.85 -1.17 -0.17
C 3.03 -1.09 0.59
C 3.71 -2.20 1.04
C 3.23 -3.49 0.78
C 3.93 -4.70 1.32
C 2.06 -3.59 0.06
C 1.39 -2.48 -0.43
N 0.25 -2.72 -1.25
C 0.03 -3.80 -2.03
C -1.15 -3.61 -2.71
C -1.61 -2.36 -2.28
N -0.75 -1.84 -1.42
C 1.41 2.38 -0.59
C 2.10 3.50 -1.05
N 0.27 2.62 0.24
C 0.01 3.77 0.91
C -1.21 3.65 1.52
C -1.66 2.37 1.17
N -0.76 1.77 0.41
H 5.03 4.49 -2.34
H 3.76 5.50 -1.65
H 3.62 4.90 -3.30
H 4.61 2.01 -2.71
H 3.36 0.03 -1.98
H 3.40 -0.10 0.83
H 4.61 -2.07 1.63
H 5.01 -4.57 1.30
H 3.68 -5.59 0.74
H 3.65 -4.90 2.36
H 1.64 -4.58 -0.12
H 0.74 -4.60 -2.09
H -1.62 -4.28 -3.41
H -2.48 -1.80 -2.56
H 1.69 4.49 -0.85
H 0.72 4.57 0.92
H -1.71 4.38 2.13
H -2.57 1.86 1.43
S -0.64 -1.00 1.69
C -2.27 -0.92 2.32
C -2.46 -1.12 3.69
C -3.73 -1.19 4.24
C -3.89 -1.37 5.65
N -3.99 -1.51 6.79
C -4.85 -1.06 3.39
C -4.66 -0.82 2.04
C -3.39 -0.70 1.49
S -3.21 -0.28 -0.19
C -6.18 -1.19 3.91
N -7.25 -1.31 4.33
H -1.60 -1.23 4.34
H -5.53 -0.70 1.40
F -3.79 1.66 -2.79
C -2.78 2.33 -3.35
F -3.11 3.63 -3.36
F -2.71 1.94 -4.65
C -1.41 2.07 -2.65
O -0.67 3.03 -2.50
O -1.24 0.85 -2.36
*
```

2.
Molecular formula: CH6S2
Method: DFT, ωB97M-V with the def2-TZVPD basis set

The relative energy (zero: lowest compared OMol25 entry of this formula, charge and spin) comes out at 53.8 kJ/mol. The lowest unoccupied orbital energy is -0.1306 eV. Its HOMO energy is -9.38 eV. The value obtained for the gap between HOMO and LUMO is 9.24 eV.

The geometry in ORCA input format:
```
! RIJCOSX wB97M-V def2-TZVPD def2/J DEFGRID3
* xyz 0 1
C -2.37 -1.56 2.88
H -3.20 -1.11 3.51
H -2.76 -1.97 1.91
H -1.79 -0.60 2.72
H -1.94 -2.40 3.40
S 0.30 1.29 -0.26
S 0.99 -0.37 -1.50
H 1.45 1.89 -0.05
H 1.83 -1.08 -0.61
*
```

3.
Molecular formula: CH3ClNO
Method: DFT, ωB97M-V with the def2-TZVPD basis set

The relative energy (zero: lowest compared OMol25 entry of this formula, charge and spin) comes out at 533.3 kJ/mol. The lowest unoccupied orbital energy is 4.3510 eV. Its HOMO energy is -4.36 eV. The value obtained for the gap between HOMO and LUMO is 8.71 eV.

The geometry in ORCA input format:
```
! RIJCOSX wB97M-V def2-TZVPD def2/J DEFGRID3
* xyz -1 1
C -0.08 -0.13 0.15
N 0.73 0.66 0.88
O -0.18 -0.23 1.55
Cl 2.71 -1.74 -0.16
H 0.24 -0.91 -0.39
H -1.30 0.65 -0.60
H 1.70 0.22 0.75
*
```

4.
Molecular formula: C34H43N3O5
Method: DFT, ωB97M-V with the def2-TZVPD basis set

The relative energy (zero: lowest compared OMol25 entry of this formula, charge and spin) comes out at 192.6 kJ/mol. The lowest unoccupied orbital energy is -0.7465 eV. Its HOMO energy is -7.37 eV. The value obtained for the gap between HOMO and LUMO is 6.63 eV.

The geometry in ORCA input format:
```
! RIJCOSX wB97M-V def2-TZVPD def2/J DEFGRID3
* xyz 0 1
C -2.36 4.80 -1.04
C -2.08 3.44 -1.71
C -0.70 3.45 -2.36
C -0.51 2.39 -3.43
C -0.25 1.00 -3.03
C -0.51 0.06 -4.14
O 0.16 -0.92 -4.44
O -1.59 0.48 -4.86
C -1.92 -0.25 -6.05
C -2.31 0.69 -7.16
C 0.94 0.78 -2.30
O 1.37 -0.34 -1.89
O 1.58 1.88 -1.94
C 2.75 1.71 -1.07
C 3.38 3.07 -1.08
H -3.29 4.79 -0.48
H -1.55 5.07 -0.35
H -2.42 5.58 -1.81
H -2.14 2.62 -0.99
H -2.84 3.25 -2.48
H -0.52 4.42 -2.85
H 0.08 3.34 -1.60
H -1.39 2.36 -4.08
H 0.35 2.70 -4.06
H -1.04 -0.84 -6.33
H -2.73 -0.93 -5.77
H -2.65 0.11 -8.02
H -3.11 1.38 -6.88
H -1.43 1.26 -7.49
H 2.39 1.41 -0.07
H 3.39 0.93 -1.50
H 4.29 3.10 -0.48
H 3.65 3.35 -2.11
H 2.69 3.83 -0.69
C 1.53 -3.05 5.22
N 0.99 -2.07 4.30
C 0.11 -1.12 4.75
O -0.20 -0.94 5.92
C -0.41 -0.36 3.53
C -0.13 1.14 3.55
C -0.63 1.85 4.79
C 0.24 2.71 5.47
C -0.17 3.33 6.65
C -1.45 3.11 7.14
C -2.35 2.28 6.44
C -1.93 1.64 5.27
N 0.29 -1.02 2.42
C 0.00 -0.71 1.12
C 0.29 -1.54 0.08
C -0.09 -1.39 -1.31
C 0.13 -2.56 -2.21
C -0.86 -3.02 -3.10
C -0.67 -4.18 -3.84
C 0.54 -4.88 -3.74
C 0.77 -6.07 -4.54
N 0.95 -7.03 -5.17
C 1.55 -4.40 -2.90
C 1.34 -3.26 -2.13
C 0.97 -2.26 2.85
C 2.42 -2.36 2.32
C 0.13 -3.49 2.48
H 1.41 -2.68 6.24
H 1.04 -4.03 5.14
H 2.60 -3.20 5.02
H -1.50 -0.55 3.44
H 0.95 1.29 3.47
H -0.61 1.59 2.66
H 1.25 2.85 5.07
H 0.53 3.99 7.17
H -1.77 3.58 8.07
H -3.36 2.12 6.80
H -2.60 0.96 4.73
H -0.46 0.27 0.94
H 0.90 -2.42 0.28
H -0.89 -0.69 -1.56
H -1.80 -2.48 -3.22
H -1.46 -4.51 -4.52
H 2.51 -4.92 -2.86
H 2.13 -2.92 -1.46
H 3.02 -1.53 2.70
H 2.86 -3.30 2.68
H 2.47 -2.36 1.24
H -0.73 -3.56 3.16
H -0.27 -3.40 1.46
H 0.75 -4.39 2.54
*
```

5.
Molecular formula: C13H18N
Method: DFT, ωB97M-V with the def2-TZVPD basis set

The relative energy (zero: lowest compared OMol25 entry of this formula, charge and spin) comes out at 288.3 kJ/mol. The lowest unoccupied orbital energy (spin up / spin down) is -3.0221 / -7.6595 eV. Its HOMO energy (spin up / spin down) is -9.97 / -12.90 eV. The value obtained for the gap between HOMO and LUMO (spin up / spin down) is 6.95 / 5.24 eV.

The geometry in ORCA input format:
```
! RIJCOSX wB97M-V def2-TZVPD def2/J DEFGRID3
* xyz 1 3
C -0.38 -3.24 -0.90
C -0.15 -2.06 -0.77
C -4.13 0.53 0.25
C -3.58 1.15 -0.83
C -3.42 -0.30 1.11
C -2.28 0.80 -1.13
C -2.17 -0.72 0.77
C -1.59 -0.19 -0.37
C 3.49 -0.22 1.08
C 2.67 0.74 -1.10
C 0.62 1.37 0.81
C -0.31 -0.65 -0.89
C 2.34 -0.26 0.01
N 1.05 0.03 0.52
H -0.16 -4.22 -0.97
H -4.98 1.01 0.80
H -4.00 1.97 -1.39
H -3.67 -0.59 2.17
H -1.76 1.25 -1.94
H -1.73 -1.54 1.32
H 4.20 -0.98 1.00
H 4.04 0.72 0.95
H 3.04 -0.53 2.00
H 1.92 1.36 -1.48
H 3.09 0.12 -1.81
H 3.51 1.45 -0.85
H 1.21 1.83 1.53
H 0.52 1.98 -0.02
H -0.39 1.26 1.15
H 0.09 -0.26 -1.76
H 2.15 -1.21 -0.54
H 0.76 -0.61 1.27
*
```

6.
Molecular formula: C35H36F12N7O3P2Ta
Method: DFT, ωB97M-V with the def2-TZVPD basis set

The relative energy (zero: lowest compared OMol25 entry of this formula, charge and spin) comes out at 0.0 kJ/mol. The lowest unoccupied orbital energy is -5.2799 eV. Its HOMO energy is -12.47 eV. The value obtained for the gap between HOMO and LUMO is 7.19 eV.

The geometry in ORCA input format:
```
! RIJCOSX wB97M-V def2-TZVPD def2/J DEFGRID3
* xyz 2 1
Ta 0.00 0.29 0.04
C -5.99 0.79 -0.01
N -4.66 0.19 0.17
C -4.40 -1.14 0.34
C -3.05 -1.26 0.46
N -2.48 -0.02 0.35
C -3.47 0.84 0.18
P -3.26 2.63 0.14
C -2.09 2.69 1.51
N -1.10 1.83 1.70
C -0.59 2.09 2.95
C -1.29 3.12 3.51
N -2.23 3.49 2.59
C -3.20 4.58 2.76
C -2.02 2.71 -1.17
N -0.89 2.00 -1.30
C -0.24 2.53 -2.39
C -0.98 3.53 -2.93
N -2.10 3.63 -2.15
C -3.17 4.62 -2.35
H -6.72 0.00 -0.06
H -6.23 1.45 0.82
H -6.03 1.36 -0.94
H -5.19 -1.88 0.36
H -2.46 -2.15 0.59
H 0.22 1.53 3.36
H -1.18 3.61 4.46
H -2.99 5.08 3.70
H -3.11 5.30 1.96
H -4.22 4.19 2.79
H 0.72 2.18 -2.72
H -0.81 4.16 -3.78
H -3.04 5.07 -3.32
H -4.15 4.14 -2.31
H -3.12 5.40 -1.59
C 0.42 -0.62 -6.95
C 0.75 -0.44 -5.49
C 1.69 0.50 -5.06
C 1.96 0.67 -3.72
C 1.30 -0.07 -2.74
N 1.55 0.20 -1.34
C 2.96 0.23 -1.02
C 3.84 -0.52 -1.82
C 5.20 -0.51 -1.62
C 5.78 0.25 -0.61
C 7.27 0.29 -0.41
C 4.92 0.94 0.22
C 3.53 0.91 0.06
C 2.64 1.55 1.10
O 1.38 0.92 1.11
C 3.22 1.40 2.54
F 3.67 0.15 2.74
F 4.20 2.25 2.78
F 2.28 1.60 3.47
C 2.44 3.07 0.80
F 1.70 3.66 1.75
F 3.60 3.69 0.69
F 1.78 3.20 -0.36
C 0.40 -1.05 -3.17
C 0.12 -1.21 -4.52
C -0.21 -1.90 -2.08
O -0.68 -1.04 -1.08
C -1.44 -2.74 -2.53
F -2.35 -1.94 -3.08
F -2.03 -3.33 -1.49
F -1.09 -3.67 -3.41
C 0.90 -2.90 -1.52
F 1.82 -3.11 -2.44
F 0.39 -4.08 -1.14
F 1.50 -2.38 -0.44
H 1.03 0.02 -7.58
H -0.63 -0.39 -7.15
H 0.59 -1.65 -7.26
H 2.22 1.10 -5.79
H 2.69 1.41 -3.41
H 3.43 -1.13 -2.62
H 5.83 -1.11 -2.27
H 7.79 0.41 -1.36
H 7.63 -0.64 0.04
H 7.57 1.11 0.24
H 5.35 1.51 1.03
H -0.58 -1.97 -4.85
C 1.85 -2.77 2.55
P 0.24 -2.06 2.78
C -0.93 -3.39 2.93
C 0.28 -1.19 4.33
O -0.18 -1.13 1.65
H 2.15 -3.31 3.45
H 2.57 -1.97 2.35
H 1.84 -3.46 1.70
H -0.63 -4.09 3.71
H -0.98 -3.92 1.97
H -1.91 -2.98 3.17
H 0.51 -1.89 5.14
H -0.70 -0.74 4.52
H 1.04 -0.41 4.30
*
```

7.
Molecular formula: C4H7N2
Method: DFT, ωB97M-V with the def2-TZVPD basis set

The relative energy (zero: lowest compared OMol25 entry of this formula, charge and spin) comes out at 674.5 kJ/mol. The lowest unoccupied orbital energy (spin up / spin down) is -5.6521 / -5.6070 eV. Its HOMO energy (spin up / spin down) is -14.78 / -14.18 eV. The value obtained for the gap between HOMO and LUMO (spin up / spin down) is 9.13 / 8.57 eV.

The geometry in ORCA input format:
```
! RIJCOSX wB97M-V def2-TZVPD def2/J DEFGRID3
* xyz 1 1
C -0.30 1.35 -1.15
C -0.47 0.01 -1.41
C 0.08 -0.86 0.96
C 0.75 1.01 -0.25
N 0.19 0.35 1.74
N 0.45 -0.47 -0.47
H -0.74 2.17 -1.67
H -1.00 -0.80 -1.92
H 0.65 -1.54 1.63
H -0.93 -1.29 0.93
H 1.65 1.32 0.09
H -0.78 0.83 1.75
H 1.21 -1.15 -0.70
*
```

8.
Molecular formula: C7H20NOSi
Method: DFT, ωB97M-V with the def2-TZVPD basis set

The relative energy (zero: lowest compared OMol25 entry of this formula, charge and spin) comes out at 0.0 kJ/mol. The lowest unoccupied orbital energy is -2.6255 eV. Its HOMO energy is -14.02 eV. The value obtained for the gap between HOMO and LUMO is 11.39 eV.

The geometry in ORCA input format:
```
! RIJCOSX wB97M-V def2-TZVPD def2/J DEFGRID3
* xyz 1 1
C -1.43 -2.45 -3.37
C 1.90 0.95 -0.41
C 1.29 0.05 3.07
C -0.14 3.08 2.23
C -1.26 -2.11 -1.97
C -0.46 -0.77 -1.72
C 0.37 0.87 -0.06
N -0.12 -0.47 -0.30
O -1.19 0.26 1.95
Si 0.19 1.21 1.95
H -2.32 -2.11 -3.89
H -0.69 -2.07 -4.05
H -1.37 -3.55 -3.62
H 2.34 0.05 -0.06
H 2.14 1.29 -1.51
H 2.37 1.76 0.14
H 1.21 -0.91 2.76
H 2.40 0.21 2.98
H 1.09 0.08 4.16
H -0.47 3.22 3.23
H 0.67 3.83 2.17
H -0.91 3.43 1.39
H -0.63 -2.82 -1.36
H -2.28 -2.15 -1.44
H 0.42 -0.97 -2.27
H -0.82 0.12 -2.17
H -0.10 1.51 -0.84
H 0.52 -1.12 0.12
H -0.90 -0.81 0.28
H -1.83 0.40 2.59
*
```

9.
Molecular formula: C3H12N2O2
Method: DFT, ωB97M-V with the def2-TZVPD basis set

The relative energy (zero: lowest compared OMol25 entry of this formula, charge and spin) comes out at 226.2 kJ/mol. The lowest unoccupied orbital energy is 0.8661 eV. Its HOMO energy is -8.95 eV. The value obtained for the gap between HOMO and LUMO is 9.82 eV.

The geometry in ORCA input format:
```
! RIJCOSX wB97M-V def2-TZVPD def2/J DEFGRID3
* xyz 0 1
C 0.92 0.07 1.25
C -0.43 0.63 1.74
O -1.38 0.76 0.73
N 0.93 -1.28 0.68
C 0.81 -1.33 -0.83
N -0.45 -1.06 -1.53
H 1.46 0.90 0.69
H 1.65 -0.02 2.11
H -0.25 1.64 2.15
H -0.82 -0.13 2.38
H -1.31 1.64 0.33
H 1.78 -1.65 1.11
H 1.70 -0.77 -1.14
H 1.01 -2.36 -1.07
H -0.69 -1.98 -2.08
H -1.11 -1.10 -0.77
H 0.06 0.98 -1.64
H -0.95 2.04 -2.32
O -0.32 1.86 -1.57
*
```

10.
Molecular formula: C3H7INO
Method: DFT, ωB97M-V with the def2-TZVPD basis set

The relative energy (zero: lowest compared OMol25 entry of this formula, charge and spin) comes out at 96.7 kJ/mol. The lowest unoccupied orbital energy is -4.0842 eV. Its HOMO energy is -14.16 eV. The value obtained for the gap between HOMO and LUMO is 10.08 eV.

The geometry in ORCA input format:
```
! RIJCOSX wB97M-V def2-TZVPD def2/J DEFGRID3
* xyz 1 1
C -0.80 -0.55 0.60
C -0.55 1.06 0.68
C 0.95 0.26 -0.83
N -0.02 -0.90 -0.56
O 0.26 1.39 -0.46
I 2.87 -0.28 0.14
H -0.25 -0.91 1.50
H -1.93 -0.82 0.55
H -1.48 1.69 0.59
H -0.01 1.55 1.54
H 1.11 0.23 -2.00
H 0.44 -1.73 -0.36
H -0.59 -0.97 -1.39
*
```

11.
Molecular formula: C6H10O5
Method: DFT, ωB97M-V with the def2-TZVPD basis set

The relative energy (zero: lowest compared OMol25 entry of this formula, charge and spin) comes out at 0.0 kJ/mol. The lowest unoccupied orbital energy is 0.6480 eV. Its HOMO energy is -10.64 eV. The value obtained for the gap between HOMO and LUMO is 11.29 eV.

The geometry in ORCA input format:
```
! RIJCOSX wB97M-V def2-TZVPD def2/J DEFGRID3
* xyz 0 1
C -0.13 3.05 -0.16
C -0.85 2.25 -1.23
C -1.19 0.83 -0.88
O -1.44 -0.02 -1.69
O -1.21 0.59 0.46
C -0.91 -0.74 0.86
C 0.59 -0.96 0.83
O 0.85 -2.24 1.42
C 1.63 -3.06 0.67
O 2.78 -3.27 0.87
O 0.89 -3.63 -0.30
H 0.10 4.06 -0.50
H -0.73 3.12 0.75
H 0.81 2.57 0.11
H -0.27 2.20 -2.15
H -1.80 2.74 -1.50
H -1.26 -0.85 1.88
H -1.43 -1.48 0.25
H 0.97 -0.91 -0.19
H 1.10 -0.20 1.43
H 1.51 -4.04 -0.92
*
```

12.
Molecular formula: C4H12BN
Method: DFT, ωB97M-V with the def2-TZVPD basis set

The relative energy (zero: lowest compared OMol25 entry of this formula, charge and spin) comes out at 43.4 kJ/mol. The lowest unoccupied orbital energy is 0.6796 eV. Its HOMO energy is -10.12 eV. The value obtained for the gap between HOMO and LUMO is 10.80 eV.

The geometry in ORCA input format:
```
! RIJCOSX wB97M-V def2-TZVPD def2/J DEFGRID3
* xyz 0 1
B -0.22 0.17 0.52
C -1.11 -2.32 -0.29
C 1.28 1.85 -1.02
C -0.17 -1.45 0.58
C -0.06 1.08 -0.79
N -0.06 0.85 1.70
H -1.05 -1.81 -1.17
H -0.74 -3.27 -0.31
H -2.10 -2.31 0.19
H 2.12 1.25 -1.21
H 1.09 2.55 -1.92
H 1.65 2.54 -0.18
H -0.25 -1.89 1.64
H 0.83 -1.74 0.36
H -0.80 1.92 -0.83
H -0.34 0.40 -1.66
H -0.19 0.32 2.67
H 0.14 1.86 1.73
*
```